Here is the molecule C6H6N2 at a distorted geometry from the Open Molecules 2025 dataset. Energies are from the ωB97M-V functional and the def2-TZVPD basis.

Structure (XYZ):
```
14
Properties=species:S:1:pos:R:3:forces:R:3
N -1.765496 -0.527501 0.198097 -0.2 3.2 0.2
N -1.239166 -1.761398 0.277425 -0.5 -1.5 -1.1
C 2.122798 -0.199005 -0.174905 1.4 0.5 -0.2
C -1.160146 0.570049 0.279261 0.7 -5.7 -0.5
C 3.122101 0.485458 -0.369010 -2.3 -1.3 0.4
C -1.251731 1.980004 0.177478 -1.5 1.7 -2.0
C 0.169934 -1.909337 0.047630 0.7 -1.7 0.4
C 1.002091 -0.913265 0.002979 -1.9 1.2 0.1
H -0.656010 2.258863 -0.761910 -1.1 -0.1 1.1
H -1.862480 -2.456464 -0.234942 1.3 1.3 1.1
H -0.695948 2.399076 0.986675 0.0 0.7 0.7
H -2.386210 2.374682 0.110465 2.6 -0.8 0.2
H 0.504639 -3.010609 0.063100 -0.7 1.7 -0.2
H 4.095621 0.709445 -0.602347 1.6 0.7 -0.3
```
Positions in Å, forces in eV/Å.

Summary:
- Frontier orbital gap (alpha / beta): 7.9 / 6.9 eV
- E_HOMO (alpha / beta): -7.657 / -7.250 eV
- Molar mass: 106.13 g/mol
- Relative energy (zero: lowest compared OMol25 entry of this formula, charge and spin): 6.647 eV
- E: -341.47828 Ha
- Total charge: 0

Here is the molecule C6H6N2 at a distorted geometry from the Open Molecules 2025 dataset. Energies are from the ωB97M-V functional and the def2-TZVPD basis.

Structure (XYZ):
```
14
Properties=species:S:1:pos:R:3:forces:R:3
N -0.128926 -1.793281 0.120821 -2.5 -1.1 4.1
N -1.444680 -1.528308 -0.499125 1.2 -2.8 0.7
C 2.573931 -0.054468 -0.733697 -1.5 -3.5 3.6
C -0.609318 0.637666 0.112007 -0.5 -5.9 1.0
C 0.264077 -0.454123 0.795319 3.2 0.1 -4.2
C -0.609966 1.919246 0.033398 -0.6 3.7 1.6
C 1.693268 -0.386230 0.202279 4.0 2.9 -5.5
C -1.651584 -0.318967 -0.476345 -0.5 7.0 -3.1
H 0.380929 -0.404353 1.824711 -0.6 -0.3 2.1
H -0.275494 -2.591490 0.994236 0.2 2.8 -3.3
H 0.036712 2.544584 0.822733 -1.4 -1.1 -2.5
H 3.610937 -0.340882 -1.431353 -3.8 1.2 2.5
H -1.516842 2.341907 -0.547524 1.9 -0.1 1.1
H -2.323049 0.428693 -1.217454 0.7 -3.0 1.9
```
Positions in Å, forces in eV/Å.

Summary:
- Frontier orbital gap: 9.8 eV
- E_HOMO: -9.241 eV
- Molar mass: 106.13 g/mol
- Relative energy (zero: lowest compared OMol25 entry of this formula, charge and spin): 7.032 eV
- E: -341.46414 Ha
- Total charge: 0